1.
Computed, not measured: the ion C3H7N2OS with charge -1 in a non-equilibrium geometry, with the ωB97M-V functional and the def2-TZVPD basis.

Properties
SMILES: NC(=O)NCC[S-]
calculated total energy: -701.48190 Eh
HOMO level: -2.56 eV
E_LUMO: 3.5476 eV
ΔE to the lowest compared entry with this formula, charge and spin: 1.205 eV
gap between HOMO and LUMO: 0.22437 Ha
net charge: -1

Positions of all 14 atoms, in Å:
C: 0.36399 -0.19190 -0.23407
C: 0.28650 -1.66134 -0.29520
S: 1.28400 -2.25053 -1.72342
N: -0.70225 0.29605 0.69552
C: -0.96490 1.58650 1.04798
N: 0.02627 2.55506 0.64784
O: -1.88430 1.98173 1.73370
H: 1.29102 0.27945 -0.02228
H: 0.17786 0.29958 -1.12430
H: 0.92212 -2.03703 0.56042
H: -0.54641 -2.16305 -0.09304
H: -1.49302 -0.43389 0.86248
H: 0.76178 2.37001 -0.06259
H: 0.03540 3.48235 1.06855

Atoms 1-6, force components in eV/Å:
-2.3 1.0 1.4
6.8 0.1 0.3
-0.4 -0.1 -0.3
-1.7 -1.2 0.6
2.0 0.9 -0.4
0.4 -1.0 -0.8

2.
Computed, not measured: the ion C3H7N2OS with charge -1, with the ωB97M-V functional and the def2-TZVPD basis.

Properties
SMILES: NC(=O)[C@@H](N)C[S-]
calculated total energy: -701.51486 Eh
HOMO level: -2.72 eV
E_LUMO: 3.8315 eV
ΔE to the lowest compared entry with this formula, charge and spin: 0.308 eV
gap between HOMO and LUMO: 0.24064 Ha
net charge: -1

Positions of all 14 atoms, in Å:
N: -1.23832 -0.86242 -0.12869
C: 0.18915 -0.61844 0.15702
C: 0.97586 -0.17028 -1.10649
S: 0.55389 -1.13549 -2.59716
C: 0.30583 0.45756 1.20791
N: -0.62047 1.45376 1.12229
O: 1.19587 0.48619 2.04772
H: -1.30368 -1.82069 -0.45956
H: -1.41125 -0.38504 -1.02123
H: 0.64119 -1.53835 0.53998
H: 0.69657 0.86887 -1.30250
H: 2.03851 -0.24732 -0.89546
H: -1.50420 1.28997 0.67582
H: -0.51895 2.22169 1.76035

Atoms 1-6, force components in eV/Å:
-0.1 0.1 -0.3
-0.2 -0.2 -0.3
-0.5 -0.2 -0.2
0.1 -0.1 0.0
0.2 -0.2 0.3
0.1 0.3 0.0

3.
Computed, not measured: a cluster of 2 separate species, C3H7N2OS in total in a non-equilibrium geometry, with the ωB97M-V functional and the def2-TZVPD basis.

Properties
calculated total energy: -701.17605 Eh
HOMO level: -14.00 eV
E_LUMO: -3.9987 eV
ΔE to the lowest compared entry with this formula, charge and spin: 1.325 eV
gap between HOMO and LUMO: 0.36772 Ha
net charge: +1

Positions of all 14 atoms, in Å:
C: 3.59266 0.55175 -0.96832
C: 0.30894 0.13394 0.11654
C: 0.00607 1.23649 -1.01171
N: -0.26112 0.27616 1.31820
N: 1.02407 -0.96160 -0.29981
O: 4.61927 1.00391 -1.12351
S: 1.94588 -2.21450 0.53127
H: 1.02831 -2.81636 1.25114
H: 0.12719 2.23797 -0.60696
H: 0.72542 1.19953 -1.75768
H: -1.02446 1.20604 -1.40007
H: -0.74710 1.08081 1.50888
H: -0.37116 -0.48791 1.95726
H: 1.52524 -0.78264 -1.19271

Atoms 1-6, force components in eV/Å:
1.7 0.7 -0.4
-0.2 -0.3 -1.5
-0.7 -0.6 2.9
2.0 -2.4 -2.1
-0.5 1.7 0.2
-1.5 -0.6 0.3

4.
Computed, not measured: the ion C3H7N2OS with charge +1 in a non-equilibrium geometry, with the ωB97M-V functional and the def2-TZVPD basis.

Properties
SMILES: [NH3+][C@]1(S)C=NCO1
calculated total energy: -701.12023 Eh
HOMO level: -14.01 eV
E_LUMO: -3.9324 eV
ΔE to the lowest compared entry with this formula, charge and spin: 2.844 eV
gap between HOMO and LUMO: 0.37052 Ha
net charge: +1

Positions of all 14 atoms, in Å:
C: 0.84390 0.46322 -1.08366
C: 1.44727 0.89293 0.92486
C: -0.36629 -0.03408 -0.11517
N: 1.74838 1.02781 -0.44060
N: -0.79876 -1.54179 -0.18665
O: 0.13844 0.29088 1.03785
S: -1.99461 0.85869 -0.70244
H: 0.54285 0.39163 -2.13278
H: 2.07956 0.08675 1.31519
H: 1.32459 1.92392 1.33891
H: 0.00748 -2.12347 -0.07589
H: -1.46469 -1.84074 -0.95645
H: -1.23868 -1.83530 0.62734
H: -2.26943 1.43956 0.44950

Atoms 1-6, force components in eV/Å:
-3.1 -1.1 -0.6
0.0 0.3 0.5
-0.6 1.7 -2.9
-0.1 -0.4 -1.2
0.6 0.3 -1.7
-1.2 -0.6 2.2

5.
Computed, not measured: the ion C3H7N2S with charge +1 in a non-equilibrium geometry, with the ωB97M-V functional and the def2-TZVPD basis.

Properties
SMILES: NC/C=[NH+]/C=S
calculated total energy: -625.87575 Eh
HOMO level: -13.67 eV
E_LUMO: -6.1885 eV
ΔE to the lowest compared entry with this formula, charge and spin: 2.624 eV
gap between HOMO and LUMO: 0.27480 Ha
net charge: +1

Positions of all 13 atoms, in Å:
C: -1.18987 -0.88537 -0.03837
C: 0.29424 -0.83244 -0.06488
C: 2.03684 0.71618 -0.04179
N: 0.75760 0.35590 0.08365
N: -1.68850 0.44377 -0.11063
S: 3.35222 -0.27211 -0.03567
H: -1.74433 -1.66677 -0.59283
H: -1.27079 -1.12760 1.01429
H: 0.98169 -1.67950 -0.13783
H: 2.16404 1.84030 -0.17559
H: 0.01333 1.14294 0.33970
H: -1.64473 1.04657 -0.90988
H: -2.06175 0.91812 0.66984

Atoms 1-6, force components in eV/Å:
-0.3 0.5 0.7
-0.4 -0.1 -0.5
5.4 1.5 -0.3
-2.8 0.6 0.9
-0.5 0.7 -0.4
-1.6 1.1 0.0

6.
Computed, not measured: the ion C3H7N2S with charge +1 in a non-equilibrium geometry, with the ωB97M-V functional and the def2-TZVPD basis.

Properties
SMILES: S[C@H]1NC=C[NH2+]1
calculated total energy: -625.90168 Eh
HOMO level: -13.56 eV
E_LUMO: -3.6092 eV
ΔE to the lowest compared entry with this formula, charge and spin: 1.918 eV
gap between HOMO and LUMO: 0.36560 Ha
net charge: +1

Positions of all 13 atoms, in Å:
C: 0.34258 0.62639 -1.49460
C: 0.23703 -0.69623 -1.35282
C: -0.13249 0.31024 0.66504
N: -0.04289 1.29089 -0.36787
N: -0.20354 -0.96822 0.02479
S: 1.18310 0.43767 1.86358
H: 0.52488 1.17446 -2.35907
H: 0.18859 -1.41648 -2.14678
H: -1.03810 0.56491 1.21877
H: 0.43803 2.13207 0.03252
H: -1.17196 -1.40778 -0.08630
H: 0.43929 -1.66450 0.41071
H: 0.72997 -0.28669 2.85017

Atoms 1-6, force components in eV/Å:
-0.3 -0.9 0.7
0.3 1.0 -1.4
-1.9 1.8 3.1
1.2 1.4 1.3
-1.4 -3.0 -2.3
1.9 0.7 -0.7

7.
Computed, not measured: a cluster of 2 separate species, C3H7N2S in total in a non-equilibrium geometry, with the ωB97M-V functional and the def2-TZVPD basis.

Properties
calculated total energy: -625.87036 Eh
HOMO level: -13.21 eV
E_LUMO: -3.4626 eV
ΔE to the lowest compared entry with this formula, charge and spin: 2.771 eV
gap between HOMO and LUMO: 0.35823 Ha
net charge: +1

Positions of all 13 atoms, in Å:
C: -0.63768 0.68793 -0.26063
C: 1.15361 -1.55654 0.78855
C: 1.12656 -0.36459 -0.12569
N: -0.79127 1.91487 0.12208
N: -1.42193 -0.10151 -0.91689
S: 2.02082 -0.01117 1.25400
H: 0.35613 -2.09802 1.22472
H: 2.07543 -2.21443 0.50812
H: 1.36899 -0.19666 -1.11819
H: -0.10534 2.38555 0.73898
H: -1.61426 2.51445 -0.09871
H: -1.19596 -1.06237 -1.03098
H: -2.33509 0.10249 -1.08536

Atoms 1-6, force components in eV/Å:
4.1 -2.5 0.7
3.9 -0.3 -2.1
-3.9 1.6 1.4
-0.6 1.5 0.4
1.2 0.0 0.3
0.2 0.4 1.5

8.
Computed, not measured: an isolated molecule of C3H7N3 in a non-equilibrium geometry, with the ωB97M-V functional and the def2-TZVPD basis.

Properties
SMILES: N#C[C@H](N)CN
calculated total energy: -282.75652 Eh
HOMO level: -10.03 eV
E_LUMO: 0.8040 eV
ΔE to the lowest compared entry with this formula, charge and spin: 0.483 eV
gap between HOMO and LUMO: 0.39816 Ha
net charge: 0

Positions of all 13 atoms, in Å:
N: -1.85765 0.25187 0.25959
C: -0.61637 0.42322 -0.48319
C: 0.61393 -0.03083 0.34004
N: 1.03201 -1.37447 -0.05881
C: 1.72736 0.91016 0.10188
N: 2.56561 1.68135 -0.09899
H: -2.48524 1.02626 0.07698
H: -2.34452 -0.59633 -0.00438
H: -0.49682 1.48345 -0.72078
H: -0.57863 -0.12565 -1.43472
H: 0.32443 0.05787 1.39914
H: 0.28106 -2.03216 0.13607
H: 1.83484 -1.67473 0.48717

Atoms 1-6, force components in eV/Å:
-0.2 -0.1 -0.1
0.2 0.2 -0.2
-0.1 0.2 0.0
0.0 -0.1 0.2
0.7 0.6 -0.2
-0.8 -0.8 0.2

9.
Computed, not measured: an isolated molecule of C3H7N3 in a non-equilibrium geometry, with the ωB97M-V functional and the def2-TZVPD basis.

Properties
SMILES: C#CN(N)NC
calculated total energy: -282.52502 Eh
HOMO level: -8.22 eV
E_LUMO: 0.8867 eV
ΔE to the lowest compared entry with this formula, charge and spin: 6.782 eV
gap between HOMO and LUMO: 0.33452 Ha
net charge: 0

Positions of all 13 atoms, in Å:
C: -1.86249 -1.31293 0.30554
C: 1.32407 -1.03212 0.05867
C: -1.15970 -0.40447 -0.09657
N: 1.23443 0.41772 -0.48345
N: -0.35779 0.64472 -0.07921
N: -0.97436 1.85058 0.04452
H: -2.69757 -1.67070 -0.27092
H: 1.39970 -1.63685 -0.88980
H: 2.29660 -1.26676 0.35745
H: 0.48588 -1.29443 0.44420
H: 1.72767 1.05916 0.12337
H: -0.60022 2.54103 -0.53107
H: -0.81622 2.10504 1.01727

Atoms 1-6, force components in eV/Å:
-2.0 -0.9 -0.5
5.3 2.4 -7.0
2.0 2.3 0.3
-3.5 -1.5 1.1
2.0 -1.9 -1.6
-0.2 0.0 2.2

10.
Computed, not measured: an isolated molecule of C3H7N3 in a non-equilibrium geometry, with the ωB97M-V functional and the def2-TZVPD basis.

Properties
SMILES: N[C@H]1C=NNC1
calculated total energy: -282.62029 Eh
HOMO level: -8.73 eV
E_LUMO: 0.9591 eV
ΔE to the lowest compared entry with this formula, charge and spin: 4.190 eV
gap between HOMO and LUMO: 0.35589 Ha
net charge: 0

Positions of all 13 atoms, in Å:
C: 0.63952 0.14108 0.52138
C: -0.48667 -0.88947 0.48728
C: -0.31635 1.32903 0.34863
H: 2.37646 -0.38497 -0.80606
H: 0.76308 0.01849 -1.54706
H: 1.50875 0.34198 1.36007
H: -0.80636 -0.74110 1.64820
H: -0.11182 -1.75549 0.06343
H: -2.31777 -1.01869 -0.71588
H: -0.01355 2.24055 0.55041
N: 1.37291 0.09047 -0.84288
N: -1.32501 -0.43047 -0.54813
N: -1.28320 1.05857 -0.51938

Atoms 1-6, force components in eV/Å:
1.9 1.2 -1.6
0.8 1.2 3.6
-2.0 -4.7 -3.7
-3.6 1.2 -0.6
-2.2 -0.9 -3.5
-2.7 -1.2 -1.8

Q: Which formula does entry 10 have?
A: C3H7N3